No. 1
{"formula": "C18H39BBr2NO7P", "method": "wB97M-V/def2-TZVPD", "e_homo_ev": -7.978, "e_lumo_ev": 0.16, "symbols": ["H", "H", "C", "H", "C", "H", "C", "H", "H", "H", "H", "C", "C", "C", "N", "H", "C", "C", "C", "Br", "H", "H", "H", "H", "H", "H", "C", "C", "H", "H", "H", "H", "C", "P", "O", "H", "O", "O", "C", "H", "O", "H", "H", "B", "H", "H", "H", "O", "C", "H", "O", "O", "H", "C", "H", "H", "Br", "H", "H", "H", "H", "H", "H", "C", "C", "H", "H", "H", "C"], "xyz": [[-0.8589, 1.8381, 3.9681], [3.9227, 8.4559, 1.0112], [3.3561, 8.6249, 1.9281], [-4.9899, -1.2394, -6.5038], [1.7006, 6.7278, 1.3914], [-2.5022, -2.2627, -1.1589], [-3.9034, -2.8955, -4.4696], [-5.7723, -0.8211, -4.9694], [3.7178, -2.6651, 1.2638], [-4.7953, -3.0425, -3.8587], [-1.7107, 0.7897, -0.1274], [2.6597, -3.3428, -0.4912], [2.8820, -3.3217, 1.0269], [-3.4757, -5.1297, 0.1591], [-1.9473, -1.4252, -1.3176], [1.6274, -3.5681, -0.7368], [0.5443, 3.1243, 2.9855], [-4.0996, -6.5030, 0.1104], [-1.1807, -1.2425, -0.1297], [3.3335, -2.0448, -3.0292], [0.8897, 7.4267, 1.1793], [3.1339, -4.3063, 1.3997], [3.4961, 2.1145, 0.9669], [-3.3383, -7.2485, -0.1236], [-4.5392, -6.7466, 1.0786], [-3.0364, -3.2617, -3.9254], [0.4300, 0.7283, -0.3501], [3.1045, -2.0227, -1.0961], [0.7827, 1.5353, 0.2921], [2.0690, 3.0423, 4.4929], [1.9888, -2.9445, 1.5191], [0.1947, 1.1880, -1.3120], [-3.7243, -1.4288, -4.7824], [1.8144, -0.5724, -0.6739], [0.5001, 3.7040, 1.9238], [-4.5955, 0.2931, -5.6966], [-2.7374, -0.8246, -4.4402], [2.9103, 6.8405, 3.4330], [-0.8913, 0.1841, 0.2544], [-4.8741, -6.5286, -0.6524], [-3.8428, -4.2456, -0.5843], [-1.5394, -5.5785, 0.9479], [-4.0145, -3.4645, -5.3941], [3.2491, 0.7184, -0.3556], [-1.5533, 3.3386, 3.3169], [2.6097, 9.3974, 1.7379], [1.2906, 5.8199, 1.8221], [-0.8252, -2.1978, 0.5503], [-4.8437, -0.7533, -5.5380], [-1.3518, -1.5533, -2.1267], [3.3979, 1.1609, 0.9382], [4.0690, 1.1328, -1.3634], [-0.5697, 3.3782, 4.7961], [-2.3713, -4.9035, 1.1580], [2.6415, 2.8202, 2.8348], [1.7766, 1.5047, 3.6481], [3.7024, -4.8879, -1.1889], [4.0850, -1.7795, -0.6881], [2.2068, 6.4812, 0.4564], [4.0313, 8.9630, 2.7104], [4.9301, 1.3513, -0.9963], [1.4202, -1.3008, 0.4661], [1.2602, -0.8006, -1.9657], [2.6777, 7.3460, 2.3597], [-0.6919, 2.9064, 3.8202], [-0.9049, 0.2960, 1.3362], [-2.0368, -3.8738, 1.0626], [-2.7304, -5.0915, 2.1718], [1.8420, 2.5870, 3.5279]]}

No. 2
{"formula": "C18H39HgO9", "method": "wB97M-V/def2-TZVPD", "multiplicity": 2, "total_charge": -2, "s2": 0.75, "e_homo_ev": [2.735, -1.544], "e_lumo_ev": [4.79, 4.79], "symbols": ["O", "O", "H", "O", "H", "H", "H", "H", "H", "H", "H", "H", "O", "H", "C", "C", "H", "H", "H", "H", "C", "C", "H", "O", "H", "C", "H", "Hg", "H", "H", "H", "C", "O", "H", "C", "C", "C", "C", "H", "C", "H", "C", "H", "H", "H", "H", "O", "O", "H", "H", "H", "H", "H", "H", "C", "H", "H", "C", "H", "H", "C", "C", "H", "C", "O", "H", "C"], "xyz": [[0.0356, 0.6185, 2.0173], [1.5259, -0.3725, -2.4115], [-1.7509, -4.8440, 0.8694], [3.0135, -0.2188, 0.4715], [-3.3822, 0.7816, 0.0911], [3.2935, 3.9419, -0.9934], [4.3938, 1.1822, 0.6950], [-3.2201, -3.9491, -1.2939], [-3.8397, -2.2742, 2.8120], [4.7850, 0.8104, 3.1994], [2.9204, 1.3942, 1.5607], [1.0987, -3.9260, 1.5250], [-1.1897, -0.3725, 3.6650], [1.5828, 0.9062, 4.3695], [3.6799, 0.6494, 1.3231], [-0.2272, 0.4240, 3.1990], [2.5305, 2.7833, -2.0550], [2.4296, 5.9027, -2.4427], [-3.7678, -3.9918, -3.0062], [1.6552, 4.8155, -3.4781], [0.5398, 1.2165, 4.3072], [2.4698, 3.8103, -1.6950], [1.1226, 1.4555, -5.1450], [-3.0283, -1.4002, -2.2622], [-1.7915, -2.3852, -3.5486], [-2.5375, -0.3825, -1.4207], [-0.5175, -5.6947, 1.6854], [0.7259, -0.5183, -0.2396], [-4.5747, -0.0465, -1.0553], [-1.2689, -2.4602, -1.8981], [0.1082, 1.1142, 5.3029], [-3.6469, 0.5120, -0.9313], [0.6645, 1.9298, -0.5466], [0.5953, 2.0106, -3.6638], [-2.0160, -1.1538, 2.7671], [1.3357, 1.3295, -4.0835], [-0.5997, 3.6259, 0.4365], [-2.1602, -2.4608, -2.5256], [-1.1588, 2.7205, 0.6726], [4.3667, 0.0320, 2.5614], [-2.4103, -0.6941, 1.8609], [0.6050, 3.1189, -0.3208], [-1.1305, -4.3188, 2.4444], [-2.2032, -4.6358, -2.4548], [3.5112, 4.7112, -3.2976], [-1.2851, 4.3113, -0.0621], [-0.0589, -2.6249, 0.2802], [-1.3953, -0.1231, -1.0788], [5.1570, -0.6403, 2.2271], [-3.0215, -2.1280, 4.4003], [3.6063, -0.5538, 3.0777], [-0.1920, 3.9489, 1.3944], [-3.8703, -0.7926, 3.9038], [-1.3504, -1.9443, 2.4205], [2.5376, 4.8947, -2.8431], [0.6867, -4.4337, -0.0299], [1.7123, -0.7199, -4.3486], [0.2807, -3.8658, 0.8072], [0.0434, -0.3119, -3.8772], [-3.7677, 1.4086, -1.5393], [-2.9243, -3.8270, -2.3359], [-3.2889, -1.6108, 3.4788], [2.3448, 1.7050, -3.9140], [-0.8470, -4.6812, 1.4563], [1.4763, 4.1070, -0.8047], [0.4919, 2.2699, 4.0312], [1.0966, -0.0850, -3.7115]]}

No. 3
{"formula": "C18H39NO2", "method": "wB97M-V/def2-TZVPD", "e_homo_ev": -9.643, "e_lumo_ev": 0.67, "relative_energy_kj_mol": 0.90, "symbols": ["C", "H", "H", "H", "H", "C", "C", "C", "C", "H", "H", "H", "C", "C", "C", "C", "H", "H", "H", "H", "H", "C", "H", "H", "H", "C", "H", "H", "C", "C", "H", "N", "C", "H", "H", "H", "C", "H", "O", "H", "C", "H", "H", "C", "H", "H", "H", "H", "H", "H", "O", "C", "H", "H", "H", "H", "H", "H", "H", "H"], "xyz": [[3.0022, -3.1352, 0.1905], [2.1525, -0.9996, -1.4100], [2.1996, 3.7256, -0.1676], [-0.9413, -1.9519, 2.4123], [3.7547, 1.0782, 0.4217], [-1.4107, -1.9126, 0.3308], [-0.6318, -2.4870, 1.5120], [-0.5951, 1.6904, 2.0336], [0.1410, 3.2812, 0.1584], [-2.4408, 2.9468, -0.4021], [-5.6042, -0.9058, -2.4326], [4.0090, 2.2626, -0.8527], [1.4723, -3.1670, 0.2275], [-3.6696, -1.6517, -1.8233], [3.2344, -1.1093, -1.3409], [0.8823, -2.3367, 1.3655], [-0.5776, 2.5642, 2.7062], [3.5455, -1.7815, -2.1450], [1.9079, 2.7052, 1.2396], [1.1068, -1.2803, 1.2089], [3.6663, 0.5801, -2.5877], [-4.5715, -0.8724, -2.7733], [3.3451, -3.7850, -0.6190], [1.4216, 0.7775, -0.2508], [-2.4118, 1.0836, 2.0334], [3.8955, 0.2510, -1.5704], [1.1556, -4.2059, 0.3516], [-0.7666, 1.3248, -0.0882], [1.6211, 2.8744, 0.2011], [1.9662, 1.6408, -0.6336], [0.3617, 1.1712, 2.1167], [-2.2326, 2.6211, 0.5366], [3.6079, -1.7434, -0.0033], [-3.2932, -2.9156, 0.6272], [-3.9920, -2.6952, -1.7927], [3.2911, -1.0990, 0.8163], [-2.9124, -1.8915, 0.6072], [1.3576, -2.6398, 2.3020], [-1.5842, 0.7853, 2.4390], [4.6964, -1.8298, 0.0514], [3.4661, 1.3495, -0.5949], [-2.3617, 3.4165, 1.1573], [1.0787, -2.8205, -0.7283], [-3.7060, -1.0720, -0.4106], [3.3831, -3.5491, 1.1278], [-0.0226, 3.0831, -1.7702], [-1.0736, -0.8891, 0.1577], [-1.2079, -2.4962, -0.5681], [0.0011, 4.1449, 0.8222], [4.9797, 0.1332, -1.5014], [-0.2338, 3.7612, -1.1180], [-0.8446, 2.1750, 0.6008], [-4.5279, -1.2910, -3.7764], [1.6702, 1.7971, -1.6751], [-3.3201, -0.0497, -0.4279], [-4.7474, -1.0226, -0.0820], [-4.2634, 0.1701, -2.8221], [-0.8860, -3.5416, 1.6414], [-3.0707, -1.4580, 1.5969], [-2.6473, -1.6311, -2.2047]]}